# 1
Below is the molecule C7H5NO, with properties calculated with wB97M-V/def2-TZVPD.

Each line ends with the Löwdin charge.
Positions of all 14 atoms, in Å:
C 0.579 1.336 -0.012  -0.028
H 2.537 -1.499 0.069  0.101
C -2.023 0.881 -0.036  -0.098
C 0.469 -1.561 -0.006  -0.013
O -2.775 -0.170 0.000  -0.011
C -0.670 0.664 0.130  -0.148
H -2.705 1.768 -0.070  0.154
C 1.659 -0.866 -0.016  -0.074
C 1.744 0.568 -0.041  -0.073
C -0.689 -0.754 0.057  -0.264
H 0.491 -2.614 0.107  0.103
N -1.933 -1.294 -0.069  0.126
H 2.696 1.074 -0.138  0.096
H 0.622 2.469 0.024  0.129

Properties
HOMO level = -8.459 eV
SMILES string = c1ccc2nocc2c1
strongest force on any atom = 4.16 eV/Å
E_LUMO = 0.0 eV
energy relative to the best compared isomer or geometry (same formula, charge and spin) = 173.8 kJ/mol
multiplicity = 1
total charge = 0
electronic energy = -10875.19860 eV



# 2
Below is a structure of composition C7H5NO2, with properties calculated with wB97M-V/def2-TZVPD.

Each line ends with the Löwdin charge.
Positions of all 15 atoms, in Å:
C 0.868 0.454 0.363  -0.254
C 0.223 1.617 -0.239  0.085
C -2.192 0.603 0.695  0.109
O -1.880 -1.777 -0.511  0.010
O 0.164 -2.341 0.168  0.029
N -0.746 -1.521 -0.012  -0.441
H -3.192 0.226 0.745  0.097
C -0.750 2.376 -0.416  0.028
H 2.397 -1.125 -0.088  0.085
H 1.085 0.704 1.425  0.155
C -0.425 -0.384 0.677  0.054
H 1.528 -0.466 -1.577  0.128
C -1.736 1.569 0.066  -0.076
C 1.939 -0.251 -0.533  -0.026
H 2.715 0.316 -0.764  0.018

Properties
HOMO level (alpha / beta) = -8.511 / -8.512 eV
strongest force on any atom = 4.77 eV/Å
E_LUMO (alpha / beta) = -1.1 / -1.1 eV
energy relative to the best compared isomer or geometry (same formula, charge and spin) = 1160.7 kJ/mol
multiplicity = 1
total charge = 0
electronic energy = -12912.25866 eV



# 3
Below is a structure of composition C7H5NO3, with properties calculated with wB97M-V/def2-TZVPD.

Each line ends with the Löwdin charge.
Positions of all 16 atoms, in Å:
C -0.716 -0.152 1.151  -0.020
H -0.874 0.613 -2.314  0.171
O 3.711 -0.508 -0.721  -0.026
O -3.424 0.194 1.033  0.052
C -0.739 0.220 -1.245  -0.074
H 1.173 0.695 -2.108  0.163
C -1.374 -0.037 -0.107  -0.133
N -2.893 -0.078 -0.099  -0.238
C 1.424 -0.059 -0.028  -0.150
H 3.267 0.656 1.334  0.211
C 0.622 -0.352 1.176  -0.041
O -3.298 -0.388 -1.295  0.043
H -1.354 -0.133 1.982  0.099
C 2.900 -0.079 0.204  -0.174
H 1.000 -0.847 2.218  0.171
C 0.574 0.255 -1.181  -0.054

Properties
HOMO level = -10.193 eV
strongest force on any atom = 9.11 eV/Å
E_LUMO = -1.6 eV
energy relative to the best compared isomer or geometry (same formula, charge and spin) = 743.4 kJ/mol
multiplicity = 1
total charge = 0
electronic energy = -14965.27580 eV



# 4
Below is the molecule C7H6, with properties calculated with wB97M-V/def2-TZVPD.

Each line ends with the Löwdin charge.
Positions of all 13 atoms, in Å:
H 0.212 2.766 0.802  0.027
C 0.405 1.812 0.523  0.099
H 1.386 1.627 0.891  0.050
C -1.450 0.724 -1.020  -0.029
H -0.856 -2.388 -0.617  0.130
C 1.061 -1.799 0.460  -0.098
H -2.364 0.617 -0.459  0.096
C 1.905 -2.265 1.238  0.046
H -1.461 1.210 -2.130  0.166
C -0.147 -1.606 -0.310  -0.045
C -0.526 -0.387 -0.623  -0.206
H 2.047 -1.230 1.473  0.022
C -0.213 0.920 -0.228  -0.258

Properties
HOMO level = -9.060 eV
SMILES string = C#C/C=C1/CC1=C
strongest force on any atom = 3.37 eV/Å
E_LUMO = -0.2 eV
energy relative to the best compared isomer or geometry (same formula, charge and spin) = 471.8 kJ/mol
multiplicity = 1
total charge = 0
electronic energy = -7348.60875 eV



# 5
Below is the molecule C7H6, with properties calculated with wB97M-V/def2-TZVPD.

Each line ends with the Löwdin charge.
Positions of all 13 atoms, in Å:
H 1.569 1.208 1.867  0.071
C 0.487 0.368 0.082  -0.283
C -0.052 -0.994 -0.292  -0.156
C -1.647 0.168 -2.016  0.124
H 0.418 0.057 2.271  0.093
C 0.749 0.728 1.572  -0.007
C -0.850 -0.823 -1.600  -0.273
H 0.890 -1.572 -0.383  0.124
H 1.088 0.893 -0.589  0.121
C -0.267 1.516 0.911  -0.093
H -0.930 -1.585 -2.263  0.032
C -0.954 1.419 -0.184  0.126
H -0.501 -1.381 0.623  0.120

Properties
HOMO level = -9.434 eV
strongest force on any atom = 3.99 eV/Å
E_LUMO = 0.4 eV
energy relative to the best compared isomer or geometry (same formula, charge and spin) = 634.2 kJ/mol
multiplicity = 1
total charge = 0
electronic energy = -7346.92596 eV



# 6
Below is the molecule C7H6, with properties calculated with wB97M-V/def2-TZVPD.

Each line ends with the Löwdin charge.
Positions of all 13 atoms, in Å:
C -1.038 0.486 0.963  0.110
C -1.487 -0.544 -0.110  -0.266
H 0.419 1.954 0.561  0.136
C 0.099 0.978 0.273  -0.324
H 1.826 0.161 -0.789  0.113
H 2.041 0.217 0.913  0.111
C 1.304 0.116 0.142  -0.169
H -2.626 -0.794 -0.278  0.177
H -1.631 1.534 -1.127  0.145
C 0.834 -1.299 0.130  -0.127
C -1.026 0.719 -0.646  -0.092
C -0.447 -1.525 -0.008  0.053
H 1.732 -2.004 -0.025  0.133

Properties
HOMO level (alpha / beta) = -7.746 / -8.753 eV
expectation value of S² = 2.01
strongest force on any atom = 3.07 eV/Å
E_LUMO (alpha / beta) = 1.1 / -1.3 eV
energy relative to the best compared isomer or geometry (same formula, charge and spin) = 105.5 kJ/mol
multiplicity = 3
total charge = 0
electronic energy = -7347.75500 eV



# 7
Below is the molecule C7H6Br2F2O, with properties calculated with wB97M-V/def2-TZVPD.

Each line ends with the Löwdin charge.
Positions of all 18 atoms, in Å:
H -2.072 1.124 0.996  0.081
C 1.452 -0.677 -0.070  -0.586
C -1.213 -1.045 -0.695  -0.009
C -0.425 0.978 -0.272  -0.298
C 1.140 0.750 -0.006  -0.679
H -0.775 2.010 -0.633  0.181
C 2.040 0.220 -1.069  -0.594
Br 1.912 2.211 1.021  0.764
H -2.437 -1.237 1.078  0.106
H -0.749 -1.529 1.223  0.087
Br 1.971 -2.272 0.850  0.674
H -0.598 0.717 1.945  0.146
F 1.711 0.152 -2.354  0.113
C -1.511 -0.918 0.717  -0.129
F 3.315 0.721 -1.109  0.039
H -1.602 -1.916 -1.365  0.190
C -1.205 0.592 0.978  -0.089
O -0.955 0.120 -1.236  0.003

Properties
HOMO level (alpha / beta) = -7.736 / -8.015 eV
strongest force on any atom = 3.95 eV/Å
E_LUMO (alpha / beta) = -1.4 / -0.9 eV
energy relative to the best compared isomer or geometry (same formula, charge and spin) = 0.0 kJ/mol
multiplicity = 1
total charge = 0
electronic energy = -154918.37987 eV



# 8
Below is a structure of composition C7H6Br2O, with properties calculated with wB97M-V/def2-TZVPD.

Each line ends with the Löwdin charge.
Positions of all 16 atoms, in Å:
C 2.522 -0.346 0.486  -0.077
C 1.815 -0.109 1.618  -0.074
C 1.658 -0.138 -0.589  -0.051
C 0.475 0.211 -0.096  -0.357
C -2.043 -0.594 -0.559  -1.205
H 3.565 -0.767 0.243  0.141
C -1.920 0.703 0.094  -0.222
H -0.688 0.877 -1.780  0.131
Br -1.649 -2.307 0.289  0.668
H -2.543 1.521 -0.438  0.123
O 0.509 0.276 1.269  0.005
H -1.760 0.974 1.260  0.173
C -0.721 0.414 -0.819  -0.194
H 1.919 -0.094 -1.631  0.123
Br -3.308 -0.804 -1.939  0.699
H 2.170 0.183 2.592  0.116

Properties
HOMO level = -8.292 eV
strongest force on any atom = 4.25 eV/Å
E_LUMO = 0.6 eV
energy relative to the best compared isomer or geometry (same formula, charge and spin) = 132.9 kJ/mol
multiplicity = 1
total charge = 0
electronic energy = -149485.79895 eV



# 9
Below is a structure of composition C7H6Br3F, with properties calculated with wB97M-V/def2-TZVPD.

Each line ends with the Löwdin charge.
Positions of all 17 atoms, in Å:
Br -1.378 4.197 0.994  0.570
H -0.292 -2.096 1.527  0.103
H 1.798 -2.836 0.270  0.093
H -0.977 1.822 0.297  -0.103
H -1.810 -0.526 0.440  0.048
F 1.333 0.525 -2.621  0.031
C -0.448 -0.039 -1.111  -0.051
H -1.071 0.791 -1.444  0.120
C 1.632 -1.308 -1.165  -0.004
Br -2.240 1.469 2.333  0.639
C 0.828 -0.261 -1.611  -0.256
C 1.172 -2.039 -0.048  -0.076
C -0.927 -0.824 -0.076  -0.103
C -0.991 2.294 1.225  -1.627
C -0.039 -1.722 0.549  -0.084
H 2.658 -1.442 -1.600  0.135
Br 0.751 1.995 2.042  0.567

Properties
HOMO level = -9.455 eV
strongest force on any atom = 2.30 eV/Å
E_LUMO = 0.1 eV
energy relative to the best compared isomer or geometry (same formula, charge and spin) = 0.0 kJ/mol
multiplicity = 1
total charge = 0
electronic energy = -220200.34455 eV



# 10
Below is the molecule C7H6BrNO2, with properties calculated with wB97M-V/def2-TZVPD.

Each line ends with the Löwdin charge.
Positions of all 17 atoms, in Å:
C -1.673 -0.794 -0.060  -0.325
C 0.949 0.824 0.099  -0.089
C 2.144 -1.165 0.188  -0.031
N 0.887 -0.479 0.072  -0.073
Br -4.025 0.733 -0.030  0.762
H 0.476 2.852 0.205  0.127
H 2.585 -1.447 -0.783  0.109
H -2.049 2.550 -0.258  0.087
H 2.859 -0.510 0.795  0.124
C -0.179 -1.351 -0.265  -0.275
C -2.099 0.581 -0.193  -0.567
H 1.900 -2.163 0.573  0.097
C -1.389 1.710 -0.220  -0.152
C -0.004 1.844 -0.038  -0.055
O -2.396 -1.747 0.253  0.041
H 1.964 1.075 0.160  0.100
O 0.050 -2.513 -0.498  0.120

Properties
HOMO level = -8.537 eV
SMILES string = Cn1cccc(Br)c(=O)c1=O
strongest force on any atom = 4.38 eV/Å
E_LUMO = -0.7 eV
energy relative to the best compared isomer or geometry (same formula, charge and spin) = 18.1 kJ/mol
multiplicity = 1
total charge = 0
electronic energy = -82981.79635 eV



# 11
Below is a cluster of 2 separate species, C7H6Cl2NO2 in total, with properties calculated with wB97M-V/def2-TZVPD.

Each line ends with the Löwdin charge.
Positions of all 18 atoms, in Å:
O -1.254 2.363 2.960  0.168
Cl 0.883 0.158 2.661  0.641
C 1.414 -0.351 -0.809  -0.089
O -2.227 3.632 1.295  0.210
C 1.383 -1.004 0.313  -0.078
C -1.916 0.245 1.494  -0.498
H -2.622 0.923 1.085  0.109
C -1.704 3.021 2.156  -0.429
H -0.268 -1.744 1.629  0.115
C 0.473 0.629 -1.204  0.002
H 2.231 -0.474 -1.623  0.167
H 0.693 1.321 -2.014  0.142
Cl -2.187 -0.440 2.961  0.933
N -0.834 0.069 0.734  -0.125
H -1.269 1.623 -0.318  0.109
C -0.538 0.878 -0.372  -0.020
H 2.023 -1.752 0.703  0.117
C 0.151 -0.835 1.209  -0.472

Properties
HOMO level (alpha / beta) = -13.391 / -13.391 eV
strongest force on any atom = 5.18 eV/Å
E_LUMO (alpha / beta) = -5.9 / -5.9 eV
energy relative to the best compared isomer or geometry (same formula, charge and spin) = 0.0 kJ/mol
multiplicity = 1
total charge = +1
electronic energy = -37977.51949 eV



# 12
Below is a cluster of 2 separate species, C7H6Cl3N in total, with properties calculated with wB97M-V/def2-TZVPD.

Each line ends with the Löwdin charge.
Positions of all 17 atoms, in Å:
C -0.364 -2.546 -0.124  0.093
N 0.343 0.969 -0.338  0.128
C 2.441 1.371 0.294  -0.038
H 1.024 2.962 -0.374  0.140
H -0.340 -3.140 -1.027  0.096
C 2.242 0.011 0.407  0.032
H -0.953 -2.946 0.687  0.097
C -2.740 0.002 -0.040  -1.736
C 0.898 -0.251 0.008  -0.253
C 0.246 -1.420 -0.041  0.080
Cl -4.018 -1.099 -0.523  0.371
Cl -2.810 1.480 -1.029  0.375
C 1.251 1.933 -0.165  -0.011
H -0.619 1.088 -0.635  0.041
H 2.939 -0.741 0.725  0.122
Cl -2.880 0.414 1.661  0.356
H 3.340 1.912 0.515  0.108

Properties
HOMO level (alpha / beta) = -6.015 / -6.018 eV
strongest force on any atom = 2.00 eV/Å
E_LUMO (alpha / beta) = -2.1 / -2.1 eV
energy relative to the best compared isomer or geometry (same formula, charge and spin) = 72.8 kJ/mol
multiplicity = 1
total charge = 0
electronic energy = -46408.84295 eV



# 13
Below is a structure of composition C7H6Cl8F9MgNaO9S3, with properties calculated with wB97M-V/def2-TZVPD.

Each line ends with the Löwdin charge.
Positions of all 44 atoms, in Å:
S 2.246 2.337 3.387  0.661
Cl -1.476 -6.038 -2.596  0.571
Cl -2.530 -1.838 1.323  0.491
O -1.132 3.346 0.829  -0.329
F 3.031 4.909 3.901  0.167
H 1.387 -4.599 -0.907  0.001
F 0.000 -0.158 -2.391  0.164
O 3.096 1.126 3.297  -0.369
H -2.463 -0.160 -0.267  -0.018
Cl 3.562 -4.270 0.055  0.554
C 1.868 -4.724 0.063  -1.564
O 1.504 2.588 2.115  -0.342
O 0.066 0.694 0.551  -0.303
C -2.072 -4.447 -2.142  -0.691
C 0.949 -0.806 -1.722  -0.575
O -0.175 3.056 -1.174  -0.316
Mg 0.710 2.552 0.446  0.588
F -1.035 6.046 -0.382  0.127
Cl 1.704 -6.433 0.411  0.555
H -1.466 -4.093 -1.308  0.045
F 4.470 3.198 4.540  0.103
C -3.230 -0.419 0.463  -1.530
O 1.335 2.383 4.540  -0.284
O 2.071 1.404 -0.442  -0.308
F 4.157 3.802 2.459  0.167
C 3.590 3.736 3.620  -0.609
Cl -2.822 -2.040 -2.937  0.604
F 0.532 -1.989 -1.306  0.096
F 2.130 -1.006 -2.335  0.152
H -3.079 -4.558 -1.739  0.073
Cl 0.882 -3.717 1.138  0.557
Cl -3.274 0.828 1.654  0.599
H -2.435 -3.909 -4.289  0.072
Na 3.521 -1.083 2.811  0.701
C -1.941 5.241 -0.972  -0.580
O 2.068 -0.627 0.924  -0.346
S 1.297 0.200 -0.035  0.621
F -3.152 5.459 -0.377  0.122
H -0.997 -3.261 -3.616  0.061
S -1.470 3.385 -0.602  0.593
F -1.948 5.445 -2.272  0.168
O -2.631 2.604 -1.019  -0.276
Cl -4.827 -0.625 -0.346  0.512
C -2.018 -3.537 -3.353  -0.688

Properties
HOMO level = -10.455 eV
strongest force on any atom = 3.47 eV/Å
E_LUMO = -1.2 eV
energy relative to the best compared isomer or geometry (same formula, charge and spin) = 177.7 kJ/mol
multiplicity = 1
total charge = 0
electronic energy = -192792.13689 eV